Record 1
Here is C27H28Cl3CrIN2OSSeSi as an isolated structure from the Open Molecules 2025 dataset. Energies are from wB97M-V/def2-TZVPD.

For the LUMO energy (alpha / beta), the calculation gives 2.07 / 2.01 eV. As for the expectation value of S²: 3.84. As for the gap between HOMO and LUMO (alpha / beta): 6.9 / 6.9 eV. Its charge is -1. The molecular weight is 820.906 g mol⁻¹. The calculation puts the energy above the lowest of the compared OMol25 structures with the same formula, charge and spin at 0.0 kcal per mole. As for the total energy: -191635.9348 eV. As for the spin multiplicity: 4.

Geometry (Å):
H  4.153876  0.825785  4.472150
H  4.070931  0.631907  2.707818
N  2.206049  0.791116  3.726670
H  0.616133  -4.195370  -3.099215
H  1.684868  2.301395  2.439364
C  2.287592  3.122246  -3.704540
C  1.040293  2.040208  -1.942798
H  0.994404  -0.886666  4.044354
H  -6.612126  -2.287869  -1.802013
H  1.804565  0.741290  1.637904
H  -3.835596  0.813274  3.438819
Si  1.345976  -3.321292  -0.910599
C  1.982806  2.081574  -4.535824
H  -0.755546  -4.316541  -0.014361
H  0.133632  2.927651  1.070876
H  0.132900  1.795542  4.705941
Cl  -2.492775  1.403152  -1.177358
H  3.480925  -4.142219  0.083892
H  3.718282  2.207586  3.453786
C  -5.819527  -1.562999  -1.676980
H  2.536646  5.078396  -1.767571
C  -0.894069  0.597963  1.677493
C  0.626898  3.010572  0.112271
C  -2.771810  0.900475  3.247301
N  0.508477  1.978249  -0.691390
C  0.704316  0.925221  -2.797459
C  -0.563078  1.452323  3.948534
S  -1.956957  -1.762784  -0.499600
H  -7.006568  0.131837  -2.256634
C  -0.047949  1.067310  2.706600
C  -1.914165  1.372706  4.229784
C  0.304195  -4.571154  0.028279
H  3.145133  -4.957310  -1.452553
C  -3.760594  0.205752  -1.343005
C  2.052586  -0.634808  3.986012
H  -5.120125  1.731493  -1.949725
O  -0.038928  -0.006563  -2.332535
H  0.603404  -4.614484  1.077140
H  -2.290313  1.666827  5.202868
H  1.435602  4.973315  0.457107
I  0.648457  -0.466312  -5.465563
H  2.522925  -0.876125  4.942617
C  -6.036326  -0.216506  -1.930043
H  1.471887  -2.651153  -3.281573
H  2.347793  2.091996  -5.553925
H  0.438651  -5.565489  -0.410745
C  1.794271  3.148091  -2.379881
C  -3.478224  -1.138182  -1.060799
H  -0.199223  -2.659850  -2.729205
C  -4.992594  0.674447  -1.759586
H  3.770415  -3.297197  -1.440955
C  1.956402  4.214920  -1.471321
C  -4.578091  -2.000713  -1.255168
C  0.748344  -3.195820  -2.672990
Cl  -4.387201  -3.701132  -0.957281
H  -2.969591  0.154969  1.285735
C  -2.259421  0.530668  2.013024
Cr  -0.466118  0.068103  -0.328301
C  1.191460  1.007490  -4.101464
Cl  3.258216  4.447704  -4.296692
C  1.453447  1.234282  2.551420
Se  1.507954  -1.351552  0.201754
H  2.500682  -1.254893  3.199518
C  1.354959  4.155558  -0.245698
C  3.104412  -3.996421  -0.930915
C  3.606154  1.127990  3.577213

Force components x, y, z for each atom (eV/Å):
H 0.0097 0.0057 -0.0001
H 0.0011 0.0058 0.0029
N -0.0126 -0.0385 -0.0117
H 0.0173 -0.0110 0.0099
H 0.0208 -0.0168 0.0195
C -0.0072 -0.0201 -0.0108
C 0.0458 0.0371 -0.0089
H 0.0052 -0.0037 0.0102
H -0.0022 0.0038 -0.0016
H -0.0075 0.0050 0.0047
H -0.0021 -0.0011 0.0006
Si 0.0467 -0.0544 0.0678
C -0.0076 -0.0154 0.0172
H -0.0028 0.0033 0.0181
H -0.0068 0.0165 -0.0010
H -0.0056 0.0025 -0.0052
Cl -0.0239 -0.0166 0.0298
H -0.0062 0.0113 0.0002
H 0.0053 -0.0027 -0.0052
C 0.0249 0.0047 0.0112
H -0.0058 0.0042 0.0000
C 0.0053 0.0029 0.0379
C -0.0162 -0.0479 -0.0063
C 0.0245 0.0028 -0.0028
N -0.0330 -0.1241 0.0021
C -0.0292 -0.0023 0.0350
C -0.0081 -0.0101 0.0110
S 0.0276 -0.0097 0.1008
H 0.0021 -0.0019 -0.0015
C -0.0415 0.0041 -0.0349
C -0.0083 -0.0022 0.0015
C -0.0337 0.0137 -0.0332
H -0.0087 -0.0001 -0.0029
C 0.0224 -0.0608 -0.0034
C -0.0376 0.0637 -0.0203
H -0.0046 -0.0034 -0.0029
O 0.0216 -0.0445 -0.0864
H 0.0112 0.0142 0.0002
H -0.0032 0.0049 0.0010
H -0.0015 -0.0097 0.0076
I 0.0059 0.0193 0.0141
H -0.0002 -0.0018 -0.0130
C -0.0123 -0.0336 0.0063
H -0.0006 -0.0056 0.0010
H -0.0021 0.0053 -0.0004
H -0.0108 0.0081 -0.0026
C -0.0189 -0.0377 -0.0127
C -0.0117 0.0083 -0.0283
H 0.0086 -0.0071 -0.0071
C 0.0099 0.0381 -0.0118
H 0.0115 -0.0223 0.0025
C -0.0102 -0.0132 0.0276
C 0.0000 0.0478 -0.0091
C -0.0260 0.0404 -0.0170
Cl -0.0070 -0.0132 0.0005
H 0.0152 -0.0208 0.0016
C -0.0164 0.0058 0.0074
Cr 0.1417 0.1886 -0.0011
C 0.0066 0.0340 -0.0420
Cl 0.0045 0.0068 0.0018
C 0.0086 -0.0052 0.0359
Se -0.1347 0.0048 -0.0272
H 0.0204 -0.0307 -0.0466
C 0.0277 0.0498 -0.0181
C 0.0258 0.0376 -0.0112
C -0.0112 -0.0129 -0.0011

Record 2
Here is a 3-piece molecular cluster, C27H28F2NO3S overall in a non-equilibrium geometry from the Open Molecules 2025 dataset. Energies are from wB97M-V/def2-TZVPD.

For the LUMO energy, the calculation gives -4.51 eV. As for the gap between HOMO and LUMO: 6.0 eV. Its charge is +1. The molecular weight is 484.588 g mol⁻¹. As for the total energy: -52339.4278 eV.

Geometry (Å):
H  -5.007908  -0.857950  -0.552233
F  -1.008188  -5.617204  -1.360674
C  3.758019  5.755061  5.945622
H  3.313376  7.000650  2.815370
H  -3.950354  -7.863745  -5.014060
C  3.551771  6.693949  4.938817
H  -1.408748  -3.766580  -0.587932
H  3.853438  2.941748  4.041063
C  3.872610  4.403482  5.630031
H  2.850543  0.326420  -3.922529
S  -0.861694  -2.620660  -0.021244
C  -3.336945  -7.394233  -4.251897
H  1.271316  2.026538  2.147359
H  -1.730068  3.221226  -1.584909
C  -2.282420  1.691566  0.047446
C  3.464876  6.282594  3.612906
C  3.774774  3.990347  4.305174
C  -3.379080  -6.014017  -4.078620
C  -3.253688  0.491446  0.358888
H  3.458707  7.745816  5.186742
H  0.066340  4.073101  0.508798
H  2.876632  2.388084  -1.325356
H  -3.219804  -0.072805  1.353283
C  1.481218  2.331233  1.064999
C  2.389742  -1.283379  -1.604244
C  -1.197803  2.220589  1.126589
H  -1.778441  2.994578  1.763350
F  3.484299  4.534931  2.026656
C  0.080560  2.923415  0.454996
H  2.313961  3.108901  1.091269
C  3.574280  4.934918  3.311039
C  -4.449159  0.744125  -2.107314
C  0.985401  -2.773958  0.304236
H  3.830087  6.076137  6.979713
H  -2.623475  -4.340353  -2.943125
H  -5.212702  0.458226  -2.901773
O  -1.611297  -2.273814  1.257920
H  0.743579  -0.209329  1.605761
H  -2.480699  -9.251989  -3.583209
C  -2.509337  -8.176117  -3.449335
C  2.884033  0.158990  -2.011882
N  1.816798  1.142321  0.182663
C  -2.455811  2.353097  -1.359646
C  2.556008  1.329847  -1.058147
C  -1.718436  -7.574827  -2.475845
C  1.334564  -0.132160  0.630793
H  -1.062238  -8.165851  -1.847384
C  -2.596596  -5.413486  -3.097902
H  -3.504600  2.511172  -3.408458
H  4.037230  3.673701  6.415391
H  1.214355  -2.839341  1.429252
H  2.581916  -2.190397  -2.266923
H  -4.020986  -5.406074  -4.707064
C  -1.772701  -6.200651  -2.309532
C  1.613776  -1.394404  -0.271246
O  -1.111286  -1.451738  -0.972376
C  -4.297536  0.032926  -0.722351
H  0.130891  2.671309  -0.672818
C  -3.500691  1.927192  -2.417273
O  3.583054  0.379972  -3.250669
H  1.469283  -3.642052  -0.257236
H  -0.874744  1.387508  1.859076

Force components x, y, z for each atom (eV/Å):
H 1.4134 1.6151 0.0268
F 0.3175 0.2227 0.3539
C 0.0080 -0.0367 0.0294
H 0.0065 -0.0567 0.0264
H 0.0725 0.0651 0.0942
C 0.0379 -0.3138 0.0316
H 0.9586 0.3550 0.4495
H 0.0459 0.0505 -0.0010
C -0.0700 0.2971 -0.1245
H 1.1197 0.0847 0.5106
S -4.0244 5.7868 1.1651
C 0.0117 -0.0290 0.0043
H 0.5999 -0.0491 -1.6640
H -1.4867 -1.4826 0.1745
C -2.7588 -1.7705 -2.4693
C -0.0516 0.0496 -0.2576
C -0.0310 -0.1589 -0.1888
C 0.1129 -0.2440 0.0976
C -0.3641 1.7059 -3.4025
H 0.0224 -0.1143 -0.0711
H -0.0128 -1.8408 0.2268
H -0.5330 -1.6237 0.5842
H 0.0431 0.9531 -1.6955
C -1.4125 1.3478 -0.1169
C -0.9394 3.3695 2.7103
C -1.1762 0.3787 -0.4352
H 1.1347 -1.1989 -0.8984
F 0.0353 -0.0622 -0.3850
C 0.6637 -0.1701 -0.5412
H -1.0580 -1.3617 -0.3980
C 0.0937 0.3995 1.2096
C 3.1176 1.6591 2.5572
C 1.6120 1.0532 -0.7695
H -0.0055 -0.0363 -0.1301
H 0.0005 -0.0196 -0.0363
H 1.1330 0.2011 1.4637
O 2.6993 -2.1877 -2.4544
H 1.0302 0.2747 -1.6503
H 0.0355 0.1239 0.0450
C -0.0897 0.3468 -0.0639
C -1.8016 -0.6245 2.6400
N 0.6965 -2.7810 -0.5018
C -1.1042 -1.8434 1.1442
C -0.3112 -2.9484 -0.5399
C 0.2113 -0.0062 0.2371
C 2.0033 -0.8570 -3.9360
H -0.0452 0.0459 -0.0140
C 0.1477 0.1972 0.1900
H -0.1718 -1.1616 1.7682
H -0.0236 0.0547 -0.1134
H -0.7520 -0.0529 -1.7479
H -0.2772 1.4649 1.0455
H 0.0762 -0.0383 0.1063
C -0.8373 -0.6657 -1.0456
C 0.5345 2.3988 -0.2849
O 1.7798 -3.8374 1.3307
C 1.5947 2.4999 -1.0475
H -0.2671 0.4172 1.7959
C 0.5612 -1.6305 3.2991
O -2.7285 -0.3828 2.1991
H -0.9393 1.0267 0.7942
H -0.6583 1.1415 -1.3263

Record 3
Here is C27H28F3KN6O2SSe2 as an isolated structure in a non-equilibrium geometry from the Open Molecules 2025 dataset. Energies are from wB97M-V/def2-TZVPD.

For the LUMO energy (alpha / beta), the calculation gives 3.56 / 3.56 eV. As for the gap between HOMO and LUMO (alpha / beta): 3.1 / 3.0 eV. Its charge is -2. The molecular weight is 754.640 g mol⁻¹. The calculation puts the energy above the lowest of the compared OMol25 structures with the same formula, charge and spin at 38.4 kcal per mole. As for the total energy: -207489.1061 eV.

Geometry (Å):
F  2.215092  -8.829153  10.481107
C  -1.273701  -18.219256  10.118955
S  -1.336944  -15.720423  9.087914
C  -1.090172  -19.616191  9.990999
N  0.226747  -15.440871  9.280295
C  1.073200  -15.692673  8.244380
H  -3.763622  -12.637617  10.545552
H  3.526348  -16.382101  5.430713
H  4.093989  -14.848765  7.434548
C  -1.345901  -13.306156  15.082566
K  0.783529  -13.137339  10.436807
C  1.768868  -10.258076  14.966325
H  -0.204884  -16.243707  14.090525
F  0.773749  -10.324553  9.780741
C  2.303115  -9.462595  16.046603
C  1.631241  -13.426609  16.553811
H  1.805652  -7.660594  12.710646
C  3.150874  -15.407400  7.356621
N  0.652912  -16.394066  7.169516
C  2.825748  -16.169238  6.228369
H  -0.986905  -21.925737  7.521378
C  2.192249  -15.566027  15.574241
C  1.958967  -13.901361  17.849478
C  2.010768  -8.224272  13.601879
C  2.096548  -10.203297  10.303252
H  -0.877755  -12.932570  16.030759
N  2.339548  -15.233420  8.374978
C  -1.294091  -20.205744  8.698429
H  3.360258  -7.844474  16.688152
Se  -2.109405  -12.055417  12.308088
N  1.641177  -12.073664  16.273141
O  -1.766988  -15.008506  7.897177
H  2.998117  -17.115452  16.920362
H  1.118483  -17.288224  5.449682
N  1.500610  -11.594566  15.081177
H  -2.110876  -11.338925  14.745092
H  -4.478764  -12.791936  12.048885
C  1.494549  -14.377297  15.545722
H  0.523559  -15.799349  12.471001
H  -0.837313  -22.186890  9.228285
H  3.058084  -6.507048  14.442330
C  2.647576  -7.521825  14.654842
N  -0.949884  -21.508188  8.490794
H  -0.872998  -20.178920  10.902603
H  2.865533  -15.553034  18.927927
C  -1.770120  -19.390024  7.623030
O  -1.960250  -15.389008  10.364820
H  -3.357989  -12.540050  14.604788
H  -1.289319  -17.801151  11.121369
C  2.669997  -16.056603  16.805978
H  2.429822  -16.020800  14.638708
C  -0.142397  -15.471863  13.327751
C  2.509076  -15.204852  17.947118
C  1.582365  -9.540751  13.721330
H  2.362445  -9.871974  17.012518
H  -1.772769  -14.319738  15.200846
H  1.297201  -9.952314  12.751060
C  2.852539  -8.239796  15.814277
C  -3.558658  -13.064339  11.532863
Se  0.479183  -13.751282  14.055737
H  -1.058970  -15.197398  12.846743
C  -1.843431  -18.013700  7.758641
C  1.444566  -16.642294  6.189394
H  -2.238341  -17.419790  6.973789
H  -3.293377  -14.102755  11.459089
H  -1.993515  -19.839288  6.674689
F  2.908409  -10.420136  9.215846
H  1.790607  -13.253833  18.729742
C  -1.552564  -17.469844  9.004397
C  -2.268043  -12.387194  14.415135

Force components x, y, z for each atom (eV/Å):
F -0.1950 0.2700 -0.2738
C -0.0873 -1.9482 0.3122
S 0.3421 1.1503 0.7016
C -0.8994 0.9398 -1.0611
N 0.4511 -0.6382 -0.2941
C 0.0401 -0.0198 0.5075
H 0.5979 -0.2080 -0.0985
H -0.0565 0.1662 0.0411
H -0.1122 -0.5660 -0.0686
C 1.0194 -1.5689 0.7068
K 0.2766 0.7720 0.2428
C -0.1154 1.1725 -0.3002
H -0.2127 0.0179 -0.0304
F -0.3893 0.1152 -0.8092
C -0.5378 -1.3573 -1.8494
C -0.0122 4.9592 -0.7907
H 0.0752 -0.2148 -0.5396
C 0.3663 -0.1966 -0.9626
N -1.6155 -0.0350 0.6561
C -1.8410 -0.2591 0.0393
H -0.0898 0.9720 1.9120
C 0.1155 -0.8448 1.3688
C 0.9052 -2.2069 0.9082
C -0.0582 0.5688 1.3311
C 0.2716 -0.8646 1.9612
H -0.5184 -0.2341 -0.7974
N -0.8933 0.5034 0.4427
C 0.1935 1.6269 0.7936
H 0.1330 0.5605 -0.1114
Se 0.4464 0.1160 1.3218
N 0.1314 -2.4126 4.5927
O -0.8074 -0.8416 0.3662
H 0.1404 1.1249 -0.2385
H -0.7406 -1.0489 -1.6788
N -0.6122 -0.6529 -2.4414
H 0.1870 -0.6152 -0.3158
H -0.0045 -0.5860 0.4481
C -0.5887 -0.0748 -2.1039
H -0.4833 0.3557 1.1116
H -0.0747 0.4633 -0.0100
H -0.3321 -0.8815 0.4610
C 0.3112 0.0920 -1.5047
N 0.0357 -2.1098 -2.1955
H 0.0501 -0.1297 -0.5442
H -0.3475 0.0833 -0.3756
C 0.6736 -0.3980 1.1068
O 0.1725 0.1992 -0.4599
H 0.8437 -0.4040 -0.3192
H 0.4431 0.3166 -0.3039
C -0.1508 0.0352 -0.6170
H -0.2549 -0.9429 -0.4168
C 1.3365 -0.2104 -0.8048
C -0.8330 1.4512 0.4487
C 0.7080 0.0846 0.3213
H 0.2528 -0.7304 0.8857
H 0.3433 0.4484 0.1097
H -0.2657 -0.6067 0.6250
C -0.1559 1.0981 1.0725
C -0.6626 0.8026 -0.0295
Se 0.3416 0.4341 0.0101
H -0.8301 -0.1621 -0.0897
C -0.0047 -1.4875 1.2660
C 4.4425 1.5119 1.4761
H 0.1667 0.6584 -0.5846
H -0.3652 -0.3014 0.0035
H -0.0862 -0.3211 -0.3109
F 0.1441 0.0161 -1.2071
H 0.4440 -0.3892 -0.6140
C -0.1214 1.1456 -1.2652
C -1.0462 2.2372 -1.1333

Which of these has the lowest charge?
C27H28F3KN6O2SSe2

The highest molecular weight belongs to which entry?
C27H28Cl3CrIN2OSSeSi

Among the records above, which one has the highest charge?
C27H28F2NO3S